100
Properties=species:S:1:pos:R:3:forces:R:3 method="wB97M-V/def2-TZVPD" fmax_ev_per_a=0.153 mol_weight_g_mol=886.841 homo_lumo_gap_ha="0.23071 / 0.19983" s_squared=2.02 lumo_ha="-0.339 / -0.406" spin_multiplicity=3 total_charge=+3 energy_ha=-3140.501034 homo_energy_ha="-0.5695 / -0.6057" de_lowest_kcal_mol=0.0
Au -1.379335 0.274761 -2.492147 0.036 -0.057 -0.103
C 3.909879 -0.251750 -2.019223 -0.001 -0.001 -0.001
C 2.784655 -0.590092 -1.096375 -0.009 -0.005 0.014
C 2.896068 -1.484461 -0.074709 0.006 0.002 0.011
C 1.782748 -1.807613 0.752430 0.038 -0.020 0.039
N 0.654036 -1.167212 0.627018 -0.037 0.020 -0.025
N 0.557345 -0.240336 -0.344011 -0.003 0.020 -0.006
B -0.681142 0.613229 -0.347931 -0.027 0.068 0.064
N -1.819785 0.188192 0.597871 -0.050 -0.031 0.030
N -1.341826 0.369088 1.836643 -0.002 -0.013 -0.051
C -2.091589 0.041650 2.861243 -0.047 0.012 0.052
C -3.367958 -0.534474 2.654125 0.031 -0.004 -0.019
C -3.900035 -0.634917 1.399371 0.018 0.024 -0.039
C -5.284071 -1.141392 1.144651 -0.005 0.016 0.018
C -3.077316 -0.189940 0.326982 0.039 0.006 0.111
S -3.748522 -0.043915 -1.257118 -0.048 -0.016 -0.030
C -1.569204 0.313189 4.256943 -0.011 -0.031 0.010
C -2.613911 1.154917 5.008399 -0.011 -0.013 -0.002
C -0.248069 1.074154 4.205224 0.009 0.027 -0.019
C -1.372220 -1.035076 4.969790 0.009 0.020 0.007
N -0.416798 2.119025 -0.215904 -0.023 -0.024 -0.021
N 0.609681 2.414584 0.578983 0.014 0.076 0.022
C 0.816776 3.682119 0.865651 0.015 -0.140 -0.062
C -0.060532 4.679885 0.376727 -0.034 0.038 -0.017
C -1.113327 4.372023 -0.444439 0.010 0.058 0.026
C -2.046038 5.394778 -1.008025 -0.001 -0.009 -0.011
C -1.244226 3.004684 -0.770861 0.005 -0.080 -0.016
S -2.382610 2.418031 -1.944413 0.030 -0.001 0.043
C 2.021771 4.033833 1.711254 -0.032 0.062 0.034
C 2.791206 2.780591 2.120258 0.019 0.009 0.017
C 2.933137 4.951867 0.879439 -0.014 -0.004 0.005
C 1.539770 4.779120 2.966527 0.035 -0.006 0.020
C 1.504970 0.002085 -1.270991 0.008 0.023 -0.014
S 1.104965 0.981780 -2.618426 0.058 0.002 -0.054
C 1.866811 -2.861846 1.844375 -0.008 0.009 0.000
C 2.351408 -2.158741 3.122530 0.003 0.002 -0.012
C 2.857342 -3.965642 1.457824 -0.010 -0.017 -0.013
C 0.487223 -3.482234 2.081579 0.027 -0.009 0.009
H 4.812673 -0.789769 -1.740626 0.000 0.001 -0.001
H 4.120834 0.818800 -1.995966 -0.007 0.000 0.001
H 3.653488 -0.507042 -3.048871 -0.001 -0.002 -0.001
H 3.839564 -1.986279 0.092805 -0.005 0.006 0.001
H -3.949547 -0.853719 3.509351 -0.004 0.004 -0.008
H -5.915606 -0.342840 0.749222 0.002 -0.006 -0.008
H -5.731107 -1.505284 2.066626 0.001 -0.003 -0.002
H -5.282546 -1.952162 0.415589 0.002 -0.006 0.003
H -2.820594 2.092231 4.488285 0.004 0.004 0.002
H -2.228914 1.398809 5.998110 -0.001 -0.007 0.001
H -3.555086 0.622552 5.151082 0.004 0.006 0.003
H -0.368919 2.043086 3.715799 -0.004 -0.005 0.008
H 0.515698 0.518467 3.662576 0.024 -0.012 -0.013
H 0.105408 1.247042 5.221366 -0.003 -0.003 -0.001
H -2.291214 -1.622204 5.009525 -0.006 0.007 -0.003
H -1.057307 -0.855500 5.997705 0.003 0.009 -0.006
H -0.601351 -1.631655 4.479774 -0.002 -0.012 -0.004
H 0.116619 5.713878 0.643901 -0.001 -0.009 0.013
H -1.842723 6.375488 -0.585446 0.000 -0.001 -0.001
H -3.084394 5.133157 -0.799110 0.000 0.000 0.001
H -1.935819 5.457034 -2.092488 -0.004 0.000 0.001
H 3.171179 2.243542 1.249343 -0.002 -0.009 -0.001
H 2.169958 2.098731 2.702092 0.001 -0.001 -0.004
H 3.642117 3.076483 2.733053 0.004 -0.010 -0.003
H 3.290518 4.444500 -0.018587 0.004 0.009 -0.005
H 3.799535 5.233526 1.477342 0.003 -0.008 -0.003
H 2.431457 5.873787 0.580909 0.006 -0.006 0.001
H 0.871297 4.159590 3.566310 -0.005 -0.010 0.006
H 1.027607 5.712039 2.728799 -0.008 0.004 -0.015
H 2.402038 5.033914 3.582556 -0.005 -0.001 -0.004
H 3.319870 -1.675965 2.976095 -0.001 -0.004 -0.004
H 2.462518 -2.890610 3.922924 -0.002 -0.001 0.001
H 1.633154 -1.402769 3.443017 0.008 0.006 0.008
H 3.890482 -3.617108 1.445623 -0.003 -0.001 -0.001
H 2.620896 -4.402832 0.484952 0.002 0.003 0.002
H 2.805826 -4.762773 2.198525 0.000 0.000 0.001
H -0.245751 -2.734973 2.383589 -0.007 0.009 0.001
H 0.561592 -4.228390 2.872295 -0.005 0.001 -0.002
H 0.121015 -3.983087 1.182121 -0.001 0.001 0.004
C -0.075718 -2.557349 -7.321528 0.002 0.002 0.000
N -0.121128 -1.339299 -6.449497 -0.003 -0.015 0.008
C 1.201323 -1.109597 -5.799328 0.006 -0.005 -0.003
C -1.278081 -1.308884 -5.457399 0.028 -0.022 0.019
C -1.126926 -2.222151 -4.266926 -0.028 0.012 -0.039
C -1.199723 -3.604608 -4.468441 -0.001 0.019 0.017
C -1.075803 -4.494832 -3.417197 0.007 0.007 -0.013
C -0.918613 -4.005365 -2.129867 -0.007 -0.016 -0.013
C -0.913467 -2.636024 -1.904775 0.029 -0.010 -0.013
C -1.010116 -1.730368 -2.959028 -0.036 0.040 0.099
H 0.621502 -2.364519 -8.133100 0.003 0.000 0.001
H -1.067308 -2.750712 -7.722411 -0.001 0.002 -0.002
H 0.274426 -3.398204 -6.731942 0.001 0.000 -0.005
H -0.291719 -0.551730 -7.076279 0.002 0.002 -0.007
H 1.391539 -1.936116 -5.119418 0.002 0.005 0.000
H 1.171281 -0.174318 -5.247495 -0.003 0.004 0.008
H 1.965376 -1.071639 -6.571709 -0.003 0.004 0.000
H -2.167295 -1.545742 -6.041582 -0.011 -0.005 0.012
H -1.346588 -0.266083 -5.142156 -0.001 0.019 -0.024
H -1.391326 -3.995396 -5.459676 0.000 -0.002 0.007
H -1.130559 -5.559282 -3.599389 0.000 0.000 0.004
H -0.841564 -4.689386 -1.294272 -0.001 0.001 -0.005
H -0.855256 -2.294037 -0.878018 -0.014 -0.010 -0.037



104
Properties=species:S:1:pos:R:3:forces:R:3 method="wB97M-V/def2-TZVPD" fmax_ev_per_a=0.701 mol_weight_g_mol=832.780 homo_lumo_gap_ha="0.23429 / 0.29482" s_squared=6.20 lumo_ha="-0.368 / -0.315" spin_multiplicity=5 total_charge=+3 energy_ha=-4796.929412 homo_energy_ha="-0.6020 / -0.6093" de_lowest_kcal_mol=2.0
Mn -2.971215 -0.229955 0.317920 0.301 0.082 0.453
C -0.643893 -0.679844 5.273428 0.027 -0.007 -0.142
C 0.067498 -0.740174 3.960442 -0.280 0.059 0.162
C 1.368476 -1.126728 3.862818 0.264 -0.066 -0.013
C 2.088268 -1.158385 2.629542 0.000 -0.015 -0.047
N 1.389362 -0.786580 1.589804 -0.101 -0.002 -0.133
N 0.080448 -0.456135 1.655886 0.269 -0.060 -0.382
B 0.693952 -0.314082 0.281981 -0.204 0.027 0.202
N 0.971294 1.098592 -0.193951 0.192 -0.374 0.172
N 2.245376 1.488517 -0.027447 -0.242 0.288 -0.122
C 2.564102 2.695009 -0.443984 0.142 -0.129 0.112
C 1.577646 3.538243 -1.008569 0.112 0.093 -0.017
C 0.283895 3.131003 -1.170660 -0.085 0.128 -0.113
C -0.766721 4.019137 -1.763174 0.069 -0.056 0.055
C -0.011381 1.815859 -0.738739 -0.287 -0.127 0.084
S -1.604368 1.154171 -0.994535 0.342 0.314 -0.525
C 4.028526 3.097497 -0.283724 -0.145 0.050 -0.056
C 4.873575 2.187386 -1.187484 -0.008 -0.029 -0.037
C 4.440118 2.899675 1.178917 0.007 0.016 0.057
C 4.248395 4.556789 -0.684379 0.039 0.032 0.001
N 0.493716 -1.327898 -0.841933 0.239 0.302 0.306
N 1.556024 -1.196011 -1.646379 -0.190 -0.221 -0.078
C 1.679715 -2.029383 -2.657476 0.117 0.130 0.011
C 0.721794 -3.047083 -2.839271 0.106 -0.114 -0.087
C -0.361709 -3.176733 -2.009884 -0.163 -0.170 -0.067
C -1.374884 -4.265461 -2.224932 0.091 0.079 -0.002
C -0.483463 -2.224616 -0.973263 -0.219 0.035 0.027
S -1.846977 -2.277564 0.133831 0.154 -0.118 -0.128
C 2.890926 -1.814166 -3.558941 -0.134 -0.055 0.031
C 4.160938 -2.001949 -2.718829 0.036 -0.053 0.060
C 2.893373 -2.804431 -4.723298 0.038 -0.003 -0.055
C 2.838102 -0.378369 -4.100202 0.006 0.059 -0.013
C -0.649640 -0.384845 2.746364 0.090 -0.033 0.225
S -2.267531 0.096299 2.708566 -0.173 -0.072 0.014
C 3.526738 -1.593585 2.504664 -0.145 0.083 0.054
C 3.635260 -3.022565 3.063332 0.011 -0.040 0.026
C 4.380563 -0.634917 3.351124 0.070 -0.020 0.020
C 3.970284 -1.571565 1.045499 0.037 -0.027 -0.064
H 0.013439 -0.971613 6.088033 -0.005 0.000 -0.003
H -1.514993 -1.337742 5.260158 0.003 0.006 0.001
H -1.012868 0.331205 5.456336 0.001 -0.001 -0.006
H 1.900919 -1.411665 4.760948 -0.013 -0.001 -0.020
H 1.852906 4.538634 -1.313270 0.019 -0.025 -0.010
H -0.335416 4.970773 -2.064033 0.002 -0.001 0.019
H -1.557947 4.205164 -1.034758 -0.006 -0.005 -0.010
H -1.227354 3.553824 -2.634725 0.012 -0.025 -0.004
H 4.723299 1.134757 -0.940295 0.004 0.011 0.005
H 5.929238 2.424088 -1.050937 -0.018 -0.001 -0.011
H 4.631333 2.335121 -2.242532 -0.007 -0.003 0.022
H 4.343280 1.854620 1.470847 -0.015 0.009 -0.017
H 3.837397 3.513133 1.853118 0.012 -0.023 -0.025
H 5.483315 3.190115 1.305693 -0.018 0.004 -0.015
H 4.010907 4.738778 -1.734785 0.012 -0.014 0.014
H 5.300621 4.805347 -0.549100 -0.011 -0.006 0.001
H 3.671819 5.248552 -0.065565 0.005 -0.028 -0.002
H 0.846976 -3.748387 -3.653527 -0.009 0.024 -0.001
H -0.934076 -5.073312 -2.805368 -0.011 0.014 -0.016
H -2.231467 -3.882076 -2.784232 0.003 0.032 0.033
H -1.740953 -4.673340 -1.285209 0.036 0.005 0.016
H 4.236520 -3.020610 -2.330078 -0.015 0.029 -0.002
H 4.186314 -1.303896 -1.881450 -0.001 0.022 -0.005
H 5.037428 -1.819970 -3.341401 -0.028 -0.006 -0.004
H 2.972751 -3.841161 -4.387552 0.004 0.032 0.009
H 3.760540 -2.607378 -5.353142 -0.009 0.001 0.013
H 2.008746 -2.702948 -5.356677 0.010 0.010 0.026
H 2.797887 0.350535 -3.287829 0.020 -0.035 -0.012
H 1.975762 -0.226412 -4.753181 0.003 -0.013 0.027
H 3.737969 -0.185230 -4.684843 -0.026 -0.003 -0.010
H 3.382469 -3.077255 4.123008 -0.003 0.011 -0.021
H 4.667627 -3.356882 2.958900 -0.014 0.004 0.002
H 2.998762 -3.720075 2.515392 0.005 0.016 -0.001
H 4.085135 -0.635904 4.401587 0.006 -0.018 -0.026
H 4.325741 0.387778 2.978654 -0.007 -0.015 0.006
H 5.420156 -0.960499 3.304420 -0.016 0.019 -0.001
H 3.409651 -2.295077 0.446212 0.003 0.024 0.029
H 5.022605 -1.850599 0.991457 -0.015 0.005 -0.005
H 3.855833 -0.584556 0.593754 -0.010 0.021 0.029
F -8.186114 4.223726 -0.525612 -0.001 0.002 -0.027
C -7.275837 4.442530 0.422743 -0.001 -0.062 0.011
F -6.663845 5.599807 0.167695 0.027 0.014 -0.016
F -7.892605 4.533766 1.597358 0.011 -0.005 0.019
C -6.250355 3.316990 0.430940 -0.069 0.094 -0.014
C -5.771654 2.801031 1.620201 -0.029 0.018 0.106
C -4.829552 1.792980 1.573663 0.062 -0.041 -0.155
N -4.360840 1.303593 0.414977 -0.127 0.098 -0.132
C -4.827889 1.817593 -0.741168 0.063 -0.072 0.212
C -5.770132 2.818761 -0.771636 -0.049 0.057 -0.082
H -6.125979 3.166170 2.574329 0.001 0.005 -0.011
H -4.437011 1.367391 2.485565 -0.032 0.012 0.023
H -4.425661 1.413687 -1.661182 0.022 -0.028 -0.014
H -6.127448 3.198753 -1.719269 -0.003 0.007 0.007
C -4.988269 -3.021089 -0.911788 -0.008 -0.015 -0.006
P -4.919408 -1.733857 0.352684 -0.048 -0.015 0.014
C -4.881534 -2.565811 1.953223 -0.055 -0.095 0.020
C -6.528655 -0.918437 0.243921 -0.040 -0.006 0.036
H -5.944258 -3.537600 -0.805694 0.020 -0.040 -0.027
H -4.172893 -3.727418 -0.778662 -0.008 -0.006 0.000
H -4.930131 -2.588407 -1.910311 -0.014 0.027 0.008
H -5.731134 -3.249560 2.009587 0.018 -0.023 0.040
H -4.950409 -1.843619 2.766185 -0.008 0.026 -0.017
H -3.957184 -3.132432 2.064547 -0.002 -0.012 -0.006
H -7.292440 -1.690233 0.357494 -0.038 0.032 -0.001
H -6.658184 -0.442215 -0.727438 0.011 -0.014 -0.008
H -6.659470 -0.177137 1.030585 0.008 -0.018 0.003